Density functional theory data (ωB97M-V with the def2-TZVPD basis set) for a structure of composition H8O4Rb at a distorted geometry.

The geometry in XYZ format:
```
13
Properties=species:S:1:pos:R:3:forces:R:3:nbo_charge:R:1
Rb -1.065462 -0.191385 0.324000 0.03 -0.06 0.16 0.985
O 0.831538 -0.509385 -1.891000 -0.55 0.04 -0.76 -0.964
H 0.736538 0.461615 -1.834000 0.16 -0.80 -0.54 0.473
H 0.484538 -0.780385 -2.782000 0.53 0.64 1.23 0.494
O -1.467462 1.283615 -1.978000 0.18 0.30 0.13 -0.977
H -2.420462 1.316615 -2.015000 -0.63 -0.09 -0.27 0.488
H -1.225462 2.207615 -2.081000 0.18 0.24 -0.17 0.492
O 1.590538 0.662615 1.320000 -0.09 -0.34 0.77 -0.973
H 1.860538 0.262615 2.171000 -0.09 0.26 -0.68 0.486
H 1.937538 1.557615 1.374000 0.11 0.12 -0.07 0.491
O -0.787462 -2.030385 2.433000 -1.00 -0.12 -1.33 -0.957
H -0.221462 -2.496385 1.812000 0.26 -0.37 0.33 0.476
H -0.253462 -1.744385 3.147000 0.90 0.19 1.19 0.485
```
Forces are in eV/Å.

Computed properties:
Gap between HOMO and LUMO, eV: 11.649
LUMO energy, eV: -3.54
Total charge: +1
DFT total energy, Eh: -329.66225
2S+1: 1
HOMO level, eV: -15.1843
ΔE to the lowest compared entry with this formula, charge and spin, kJ/mol: 60.9